This record from the OMol25 dataset describes an isolated molecule of C4H6N2O in a non-equilibrium geometry. The level of theory is ωB97M-V with the def2-TZVPD basis set.

Values from the calculation:
LUMO, Eh: 0.0161
Orbital gap, eV: 9.66
Relative energy (zero: lowest compared OMol25 entry of this formula, charge and spin), kJ/mol: 419.3
Electronic energy, eV: -9269.1564
HOMO, eV: -9.220
SMILES: C=NC(=C)/C=N\O

CARTESIAN COORDINATES (ANGSTROEM)
C 1.00 1.56 -0.45
N 1.31 0.44 0.01
C 0.39 -0.75 -0.10
C 0.93 -1.96 -0.01
C -1.02 -0.48 -0.34
N -1.70 0.51 0.13
O -1.28 0.97 1.39
H -0.05 1.71 -0.89
H 1.63 2.43 -0.27
H 2.01 -2.07 0.00
H 0.33 -2.85 -0.03
H -1.51 -0.99 -1.15
H -2.05 1.47 1.71

Atom charges from the Löwdin analysis, given in e for atoms 1 to 8:
1 C -0.0641
2 N 0.0292
3 C -0.3205
4 C 0.0750
5 C -0.1477
6 N -0.0201
7 O -0.0584
8 H 0.0883



This record from the OMol25 dataset describes a structure of composition C11H21F9O2P2Ti in a non-equilibrium geometry. The level of theory is ωB97M-V with the def2-TZVPD basis set.

Values from the calculation:
LUMO (spin up / spin down), Eh: -0.1826 / -0.1825
Orbital gap (spin up / spin down), eV: 7.46 / 7.30
Total charge: +1
Relative energy (zero: lowest compared OMol25 entry of this formula, charge and spin), kJ/mol: 443.8
2S+1: 2
Electronic energy, eV: -81977.9021
HOMO (spin up / spin down), eV: -12.432 / -12.264

CARTESIAN COORDINATES (ANGSTROEM)
Ti 0.00 0.00 0.00
H 0.87 0.07 1.14
H 0.05 -0.15 1.41
P 2.12 0.27 -0.99
P -2.16 -0.86 0.39
C -3.56 0.34 0.35
H -4.53 -0.16 0.49
H -3.41 1.10 1.14
H -3.55 0.86 -0.62
C -2.68 -2.12 -0.85
H -1.95 -2.94 -0.84
H -3.69 -2.50 -0.63
H -2.66 -1.65 -1.85
C -2.45 -1.75 1.99
H -2.30 -1.04 2.82
H -3.47 -2.17 2.04
H -1.70 -2.56 2.08
C 2.30 -0.64 -2.58
H 3.31 -0.52 -3.01
H 2.10 -1.71 -2.39
H 1.55 -0.27 -3.29
C 2.62 1.99 -1.47
H 2.65 2.62 -0.56
H 3.61 2.00 -1.97
H 1.86 2.40 -2.14
C 3.58 -0.31 -0.03
H 3.42 -1.37 0.23
H 4.52 -0.21 -0.61
H 3.66 0.27 0.90
C -0.49 1.86 0.01
O -0.80 2.99 -0.02
H -0.48 -0.16 -1.58
F 0.08 -0.28 4.16
C 0.99 0.74 3.96
F 1.23 1.36 5.18
F 2.18 0.16 3.53
C 0.46 1.75 2.90
O 0.27 1.02 1.70
C -0.89 2.36 3.38
F -0.73 3.00 4.60
F -1.38 3.28 2.48
F -1.84 1.36 3.54
C 1.52 2.87 2.66
F 1.78 3.56 3.83
F 2.71 2.33 2.21
F 1.08 3.78 1.72

Atom charges from the Löwdin analysis, given in e for atoms 1 to 8:
1 Ti 0.2815
2 H -0.0042
3 H -0.0129
4 P 0.7574
5 P 0.7565
6 C -0.2259
7 H 0.0670
8 H 0.0436



This record from the OMol25 dataset describes a structure of composition C22H24ClCoF6N7O4S3 in a non-equilibrium geometry. The level of theory is ωB97M-V with the def2-TZVPD basis set.

Values from the calculation:
LUMO (spin up / spin down), Eh: -0.0858 / -0.1971
Orbital gap (spin up / spin down), eV: 8.88 / 6.26
Total charge: +1
2S+1: 5
Electronic energy, eV: -140777.6132
HOMO (spin up / spin down), eV: -11.212 / -11.626

CARTESIAN COORDINATES (ANGSTROEM)
Co -0.20 0.21 -0.25
F -2.93 4.02 -0.32
C -3.55 3.00 -0.89
F -3.92 2.16 0.10
F -4.64 3.44 -1.49
S -2.37 2.00 -1.97
O -1.24 1.84 -1.06
O -2.11 2.74 -3.15
N -3.14 0.67 -2.25
S -3.10 -0.62 -1.36
O -2.99 -1.81 -2.13
O -2.17 -0.51 -0.22
C -4.80 -0.75 -0.51
F -5.71 -0.03 -1.13
F -4.72 -0.33 0.76
F -5.17 -2.02 -0.49
Cl 1.78 0.41 -4.19
C 2.88 -0.08 -2.96
C 3.95 -0.89 -3.28
C 4.84 -1.30 -2.30
C 4.65 -0.90 -0.97
C 3.59 -0.09 -0.64
C 2.66 0.37 -1.62
C 1.63 1.25 -1.27
H 4.11 -1.19 -4.31
H 5.69 -1.91 -2.55
H 5.35 -1.22 -0.22
H 3.44 0.24 0.37
H 1.11 1.77 -2.07
H 1.75 1.81 -0.36
N 1.63 -2.36 1.57
C 1.41 -2.49 0.25
N 0.67 -1.68 -0.47
C 0.59 -2.12 -1.78
C -0.17 -1.53 -2.79
C -0.21 -2.14 -4.03
C 0.54 -3.28 -4.30
C 1.34 -3.85 -3.32
C 1.33 -3.27 -2.06
S 2.16 -3.80 -0.62
H 0.93 -1.85 2.09
H 2.06 -3.13 2.05
H -0.72 -0.62 -2.59
H -0.83 -1.71 -4.80
H 0.51 -3.71 -5.28
H 1.93 -4.73 -3.52
C -1.14 -0.01 2.68
N -1.24 0.47 4.04
C 0.08 0.51 4.65
N 0.97 1.39 3.91
C 1.10 0.91 2.56
N -0.22 0.84 1.86
C -0.80 2.22 1.91
N -0.91 2.69 3.27
C -1.79 1.82 4.03
C 0.40 2.73 3.89
H -2.12 -0.02 2.21
H -0.77 -1.04 2.70
H 0.50 -0.50 4.67
H -0.01 0.86 5.68
H 1.56 -0.07 2.58
H 1.75 1.59 2.00
H -1.79 2.20 1.45
H -0.16 2.89 1.34
H -2.78 1.82 3.58
H -1.86 2.19 5.05
H 0.31 3.10 4.91
H 1.06 3.40 3.33

Atom charges from the Löwdin analysis, given in e for atoms 1 to 8:
1 Co 0.8041
2 F 0.1595
3 C -0.6465
4 F 0.1095
5 F 0.1890
6 S 0.6349
7 O -0.3707
8 O -0.2117



This record from the OMol25 dataset describes a structure of composition C26H48BClNPV in a non-equilibrium geometry. The level of theory is ωB97M-V with the def2-TZVPD basis set.

Values from the calculation:
LUMO (spin up / spin down), Eh: -0.0656 / -0.0417
Orbital gap (spin up / spin down), eV: 3.60 / 4.52
2S+1: 2
Electronic energy, eV: -77397.9392
HOMO (spin up / spin down), eV: -5.385 / -5.659

CARTESIAN COORDINATES (ANGSTROEM)
V 1.44 0.32 2.26
P 0.18 0.55 -0.27
Cl 1.78 2.52 2.11
C -2.77 -0.82 0.96
H -3.76 -0.80 0.51
H -2.36 0.11 1.41
C 2.01 0.66 -0.54
C -0.69 2.21 -0.45
C 2.37 0.75 -2.01
H 2.28 1.62 -0.07
C 3.84 1.18 -2.14
H 2.23 -0.22 -2.49
H 1.74 1.48 -2.53
C 4.78 0.28 -1.34
H 4.11 1.18 -3.20
H 3.93 2.21 -1.77
C 4.31 0.01 0.10
H 4.88 -0.68 -1.86
H 5.78 0.72 -1.32
C 2.83 -0.44 0.18
H 4.95 -0.74 0.59
H 4.41 0.93 0.69
H 2.72 -1.37 -0.39
H 2.59 -0.67 1.25
C -0.55 -0.54 -1.66
C -2.19 2.05 -0.74
H -0.57 2.64 0.57
C -2.89 3.41 -0.73
H -2.33 1.60 -1.73
H -2.66 1.35 -0.04
C -2.21 4.43 -1.66
H -3.94 3.29 -1.03
H -2.89 3.81 0.29
C -0.69 4.51 -1.48
H -2.44 4.18 -2.71
H -2.64 5.43 -1.49
C 0.00 3.15 -1.44
H -0.25 5.10 -2.30
H -0.46 5.04 -0.55
H -0.02 2.70 -2.44
H 1.05 3.28 -1.16
C 0.15 -1.91 -1.77
H -1.57 -0.71 -1.27
C -0.60 -2.82 -2.75
H 1.19 -1.76 -2.12
H 0.22 -2.41 -0.79
C -0.84 -2.18 -4.12
H -0.03 -3.75 -2.88
H -1.57 -3.10 -2.31
C -1.41 -0.76 -4.02
H 0.11 -2.15 -4.68
H -1.52 -2.80 -4.71
C -0.63 0.12 -3.04
H -1.40 -0.28 -5.01
H -2.46 -0.81 -3.69
H 0.39 0.28 -3.43
H -1.10 1.11 -2.99
C -0.33 -1.45 1.81
C -2.09 -2.01 1.33
H 0.17 -1.39 0.81
C -2.78 -2.78 2.47
H -1.84 -2.68 0.47
C -1.95 -2.79 3.77
H -3.77 -2.34 2.71
H -2.97 -3.81 2.11
C -0.58 -3.38 3.49
H -1.86 -1.77 4.18
H -2.45 -3.40 4.53
C 0.36 -2.47 2.63
H -0.05 -3.60 4.43
H -0.70 -4.35 2.98
H 1.13 -1.99 3.28
H 0.94 -3.15 1.98
B 0.14 0.17 6.71
C 0.71 0.16 5.27
N 1.10 0.13 4.16
H -0.94 0.72 6.68
H 0.92 0.69 7.46
H -0.01 -1.02 6.95

Atom charges from the Löwdin analysis, given in e for atoms 1 to 8:
1 V 0.6709
2 P 1.1275
3 Cl 0.1079
4 C -0.1607
5 H 0.0397
6 H 0.0254
7 C -0.4956
8 C -0.4133



This record from the OMol25 dataset describes a cluster of 2 separate species, CH5INP in total in a non-equilibrium geometry. The level of theory is ωB97M-V with the def2-TZVPD basis set.

Values from the calculation:
LUMO (spin up / spin down), Eh: -0.0821 / -0.0497
Orbital gap (spin up / spin down), eV: 6.11 / 7.88
Relative energy (zero: lowest compared OMol25 entry of this formula, charge and spin), kJ/mol: 410.5
Electronic energy, eV: -19994.1732
HOMO (spin up / spin down), eV: -8.345 / -9.228

CARTESIAN COORDINATES (ANGSTROEM)
C 0.20 -0.79 -0.91
N -0.65 -0.15 0.07
P -0.71 1.20 0.79
I -0.81 -2.06 2.23
H -0.52 -1.63 -1.25
H 0.34 0.00 -1.65
H 1.07 -1.16 -0.37
H -1.90 0.88 1.40
H 0.19 1.58 1.71

Atom charges from the Löwdin analysis, given in e for atoms 1 to 8:
1 C -0.2291
2 N -0.5838
3 P 0.7166
4 I 0.0777
5 H 0.0967
6 H 0.0728
7 H 0.0514
8 H -0.0822



This record from the OMol25 dataset describes a cluster of 2 separate species, C6H9BrO2 in total in a non-equilibrium geometry. The level of theory is ωB97M-V with the def2-TZVPD basis set.

Values from the calculation:
LUMO, Eh: 0.0229
Orbital gap, eV: 10.08
Relative energy (zero: lowest compared OMol25 entry of this formula, charge and spin), kJ/mol: 244.9
Electronic energy, eV: -80502.1308
HOMO, eV: -9.462
SMILES: OC[C@H]1C[C@@H]1Br.C=C=O

CARTESIAN COORDINATES (ANGSTROEM)
O -0.59 1.32 2.46
C 0.07 0.18 2.00
C -0.75 -0.39 0.93
C -1.43 0.41 -0.06
C -0.34 -0.53 -0.53
Br -0.82 -2.06 -1.69
H -0.84 1.93 1.75
H 1.12 0.45 1.44
H 0.28 -0.42 2.83
H -1.46 -1.24 1.28
H -2.32 0.05 -0.30
H -1.33 1.48 -0.15
H 0.62 -0.09 -0.73
C 0.53 0.76 -4.14
C 0.59 1.65 -3.18
O 0.49 2.35 -2.25
H 1.50 0.33 -4.35
H -0.41 0.26 -4.36

Atom charges from the Löwdin analysis, given in e for atoms 1 to 8:
1 O -0.0589
2 C -0.2348
3 C -0.3351
4 C -0.1539
5 C -0.6038
6 Br 0.6196
7 H 0.0833
8 H 0.1675